# C11H30BrN2O4

A cluster of 4 separate species, C11H30BrN2O4 in total at a distorted geometry (wB97M-V/def2-TZVPD, the OMol25 dataset).

```
! RIJCOSX wB97M-V def2-TZVPD def2/J DEFGRID3
* xyz -1 1
Br 1.2268 -1.1168 -3.0241
C -1.1374 -3.6474 0.1731
O 0.0391 -4.2642 0.5173
C 0.3286 -4.2454 2.0125
C 1.5392 -5.2621 2.2837
N 2.7338 -4.9551 1.4170
C 3.1744 -3.6129 1.4276
C 4.4906 -3.4687 0.7382
O 4.3853 -4.0051 -0.5292
C 5.5595 -3.7584 -1.2938
H -2.0434 -3.9365 0.7058
H -1.2128 -3.8062 -0.9026
H -0.9572 -2.5834 0.3262
H -0.5265 -4.4630 2.6526
H 0.5585 -3.2712 2.4439
H 1.1935 -6.2916 2.1895
H 1.7983 -5.2358 3.3421
H 3.4613 -5.5493 1.7883
H 3.1896 -3.3102 2.4746
H 2.5331 -2.8973 0.9131
H 5.3196 -3.9826 1.2249
H 4.8467 -2.4395 0.6933
H 6.3436 -4.3346 -0.8026
H 5.8991 -2.7246 -1.3580
H 5.5470 -4.2092 -2.2861
C -4.6269 1.9867 -2.9198
O -3.2193 1.9613 -3.0792
H -4.9071 1.5520 -1.9603
H -4.8064 3.0505 -2.7641
H -5.2312 1.4675 -3.6636
H -2.8682 1.0743 -2.9718
C -3.2308 6.8107 -0.0714
C -1.9715 6.0477 -0.2641
C -1.7885 4.8100 0.5793
O -0.5124 4.1270 0.2715
C -0.5560 2.8025 0.8604
N -1.8108 5.8189 -1.7076
H -3.2379 7.3288 0.8876
H -4.1615 6.2461 -0.1263
H -3.4433 7.5392 -0.8538
H -1.1077 6.6507 0.0155
H -2.5446 4.1053 0.2333
H -1.9703 4.8954 1.6507
H -1.3585 2.2188 0.4094
H -0.6977 2.7113 1.9373
H 0.3565 2.2568 0.6203
H -2.0744 6.7004 -2.1243
H -2.5212 5.2091 -2.0864
*
```

Values from the calculation:
- energy relative to the best compared isomer or geometry (same formula, charge and spin) (kcal/mol) = 53.5
- LUMO level (eV) = 2.54
- Kohn-Sham gap (eV) = 5.9

Here are the Mulliken charges for atoms 1 to 8, given in e: number 1, Br, carries -0.99; number 2, C, carries -0.74; number 3, O, carries -0.28; number 4, C, carries -0.64; number 5, C, carries -0.77; number 6, N, carries -0.26; number 7, C, carries -0.58; number 8, C, carries -0.77